No. 1
A structure of composition C31H50P2Sn at a distorted geometry, computed with ωB97M-V/def2-TZVPD.

XYZ file:
```
84
Properties=species:S:1:pos:R:3:forces:R:3
C 1.65525 2.18691 3.46265 0.032 0.004 -0.037
H 1.86508 -2.86467 -0.44271 0.415 0.203 0.392
H -3.71251 -1.58847 -0.92597 -0.034 0.054 -0.007
C 2.65921 -2.24827 -4.36204 -1.079 -0.180 -1.261
C 1.29266 -1.54789 -4.67408 0.059 -0.798 0.417
H 0.56457 5.07989 1.57656 0.036 -0.420 -0.362
C -1.03264 -2.33919 3.52196 0.237 0.179 -0.655
C -2.06875 2.24947 3.21486 1.514 -0.666 0.892
H 3.64284 -2.54543 -0.39529 -0.165 -0.311 0.289
H -4.65477 -1.12556 2.79112 0.651 -0.204 0.190
C -3.43590 1.92922 3.66607 -0.404 -0.109 0.053
C 3.03405 -2.20477 -2.92591 1.996 -2.040 -1.846
H 4.94526 -0.35557 -4.19016 -0.262 0.281 -0.115
H 3.09139 -3.20996 -2.50694 -0.174 0.369 0.455
H 3.44349 -1.86240 -5.02262 -0.052 0.246 0.361
C 3.24459 0.62752 -0.64925 0.469 0.300 1.807
H -4.29390 -0.49950 -2.21032 -0.126 0.024 0.094
H 4.12903 0.23208 -0.13129 0.107 0.655 0.062
H -3.02395 4.74100 1.71752 0.097 -0.345 -0.202
C -0.30422 3.17696 2.08328 1.315 -0.743 -0.106
P 2.65717 -0.84443 -1.52119 -0.479 3.304 0.381
C -2.02162 -2.44367 4.51338 0.527 -0.042 -0.317
C -0.86785 1.79981 3.82001 -3.218 0.190 -0.302
C 1.78496 0.21967 -2.87479 1.280 -0.122 0.288
H 1.88886 2.70608 4.40034 0.071 -0.110 -0.083
H -3.73857 0.92514 3.34869 -0.041 0.197 0.085
H -2.14332 -2.85845 -2.46426 0.046 0.683 0.006
C -1.32575 -1.79770 2.24330 -0.993 0.246 1.085
H -0.00807 4.13261 0.16958 0.323 0.043 0.367
H 2.54894 -3.29096 -4.70012 0.060 0.236 0.410
C -1.39961 -2.06381 -2.69005 -0.773 -1.003 -1.402
H -2.45935 0.90528 -3.98735 0.000 0.233 0.265
H 0.01930 -2.99637 -1.21484 -0.135 0.593 -0.016
H -3.48456 1.94683 4.75996 -0.181 0.038 -0.131
C 3.01258 0.65028 -3.71405 0.043 0.644 -0.598
P -1.93639 -0.44366 -1.99882 0.804 0.810 0.877
H -0.67980 -2.58789 0.42813 0.024 -0.407 -0.005
C -3.59152 -0.60506 -1.38156 -0.584 -0.047 0.197
H 0.64469 -2.13475 1.51020 0.031 -0.106 0.020
H -1.37421 -2.00906 -3.81197 -0.077 -0.064 0.937
C -3.62486 -1.45758 3.00923 -0.304 0.115 -0.162
C -1.94971 1.09260 -3.02974 -0.206 -0.197 -0.616
H 0.21617 0.94347 5.42351 -0.189 -0.045 0.087
H 3.10383 1.73642 -3.59770 0.062 -0.240 -0.211
C -0.33394 -1.84738 1.13704 0.307 0.880 -0.889
H -2.49552 1.87501 -2.46530 0.133 -0.561 -0.191
H 2.48190 0.87522 0.11925 0.815 0.185 -0.297
H -3.77776 0.15511 -0.61733 -0.102 -0.027 -0.221
H 0.52979 -2.32890 -4.92252 0.424 0.778 0.275
C 4.35776 -0.03301 -3.32356 0.490 -0.030 0.032
C 0.22017 2.36440 3.12292 0.610 1.535 -2.175
H 0.00277 -2.68479 3.70296 -0.748 0.118 0.051
H -4.15457 2.64562 3.25619 -0.011 -0.102 0.227
H -0.99797 -0.12794 4.71992 0.004 0.157 0.032
C 4.04905 -1.24442 -2.48410 1.636 -0.369 -0.101
H 2.58299 -1.62252 0.70379 -0.125 -0.347 -0.095
H -1.51361 1.20312 5.75126 0.066 -0.055 0.001
H 1.89182 1.12674 3.60364 0.042 0.086 0.087
H 0.66401 -2.86357 -2.86309 -0.609 -0.541 0.047
H -2.86852 -0.87730 1.06678 -0.065 -0.147 0.313
H 5.02791 0.64287 -2.74541 -0.604 -0.411 -0.386
H 1.50785 3.66614 1.02635 -0.445 0.286 -0.061
Sn 0.27188 -0.23013 -0.60110 -3.714 -1.857 3.253
C 2.64603 -2.11466 -0.27283 -0.149 -0.413 0.713
H 2.77335 0.44583 -4.75741 0.288 0.234 -0.006
H -1.75928 -2.89619 5.47529 -0.172 0.235 -0.360
C -2.64577 -1.34193 2.02874 0.668 -0.136 0.054
H -3.55718 3.18576 1.02860 0.239 0.293 0.088
H 1.36554 1.08487 -2.28342 0.426 -0.984 -1.071
H 1.39036 -0.94034 -5.58420 -0.133 0.046 0.169
H 4.82910 -1.59159 -1.79645 0.039 -0.081 -0.473
C -3.31171 -1.99273 4.25886 -0.072 -0.397 -0.139
C -2.67073 3.80764 1.23870 -0.132 0.134 -0.439
H -4.08952 -2.13074 5.00539 0.146 0.163 -0.094
C -0.04850 -2.44978 -2.15706 1.012 1.566 -1.672
C 0.83649 -0.66269 -3.54826 -1.197 -0.123 -0.697
H -0.95033 1.50256 -3.25681 -0.401 -0.307 0.262
C -1.71933 3.09247 2.11762 0.150 -0.267 0.620
C 0.48026 4.05491 1.15853 0.239 0.314 0.021
H 2.30517 2.59253 2.68157 -0.056 -0.037 0.174
H -0.13625 -0.21781 -3.78813 0.332 -0.345 0.337
H -2.19084 4.08399 0.28204 -0.292 -0.025 0.398
C -0.78765 0.91340 4.98666 0.313 -0.296 0.496
H 3.48267 1.52404 -1.24245 -0.072 -0.599 0.135
```
Forces are in eV/Å.

Values from the calculation:
M (u): 603.40
HOMO (spin up / spin down) (eV): -11.21 / -11.22
Multiplicity: 1
Gap between HOMO and LUMO (spin up / spin down) (Ha): 0.1216 / 0.1084
Total charge: +2
Relative energy (zero: lowest compared OMol25 entry of this formula, charge and spin) (kcal per mole): 73.2

***

No. 2
A structure of composition C31H51BrF9N12OS2V at a distorted geometry, computed with ωB97M-V/def2-TZVPD.

XYZ file:
```
108
Properties=species:S:1:pos:R:3:forces:R:3
H 2.55189 -1.93880 -2.74689 0.027 0.008 -0.153
H 1.91439 4.30639 -2.21083 -0.035 0.024 0.005
H 1.92816 -4.03603 4.88655 0.068 0.070 -0.099
F -2.80781 1.48144 5.00546 0.382 -0.051 0.325
F -1.94264 3.81324 4.64442 0.198 -0.100 0.275
N 0.72825 1.03105 2.71984 0.426 0.923 1.776
S -0.91495 -1.18686 -2.91826 -0.205 0.046 0.214
C -2.58835 -3.61382 -3.63801 -0.430 0.097 0.226
C -0.90024 -0.72646 -7.44142 0.076 -0.224 0.054
H 0.95683 -5.47333 1.95646 0.067 0.008 0.117
H -1.75900 2.26279 0.09396 0.033 -0.115 -0.075
H 1.50990 -5.63454 3.61212 0.031 0.052 -0.117
H 4.34175 2.66755 0.74973 -0.048 0.013 0.081
C -0.89452 -1.99883 -4.38709 0.228 0.335 0.446
H -0.82287 -6.54984 3.13892 -0.078 -0.113 -0.018
N 3.19051 0.81560 -0.11794 1.429 0.374 -0.538
H -1.37207 2.08939 -3.46115 0.009 0.053 -0.037
H 0.52020 5.12144 -2.96395 0.071 -0.027 0.046
N 0.21161 4.48559 -1.00491 0.191 0.473 0.213
C -0.06102 -1.79739 -6.75009 -0.181 0.116 -0.210
C -0.15240 0.87011 3.70356 -0.586 -0.215 0.633
H -2.10804 -3.56924 -2.65739 0.010 -0.119 -0.160
C -0.63046 -5.51712 3.41490 0.251 -0.022 -0.024
H 0.72557 -2.24248 6.12401 0.013 0.111 0.121
H 2.25077 -2.44771 4.20938 0.016 -0.140 0.038
H 3.50851 -1.07722 -3.96754 -0.119 -0.041 0.083
H -0.74055 -5.43809 4.49144 -0.057 0.037 0.132
H -4.58697 -3.38249 -2.89660 -0.156 -0.054 0.047
F -3.52981 3.78442 0.92689 0.204 0.210 -0.183
H 0.46432 1.01015 -2.46303 0.110 0.200 0.130
F -3.92595 1.67756 0.86659 0.059 -0.387 -0.043
H -1.70164 -3.44483 -5.54245 0.069 -0.043 0.037
S 1.32650 -0.90287 -0.78013 0.392 -0.158 -0.218
N 1.03486 -3.70019 3.05707 0.171 0.189 -0.144
C 0.32834 -2.63561 5.19312 0.139 -0.068 -0.068
C 0.78540 1.95990 -2.01880 0.454 -0.480 -0.500
C 0.94675 2.52495 5.04950 -0.541 -0.581 -0.010
N 3.64253 -0.34804 -2.02780 0.174 0.253 0.072
H 0.06093 -2.78808 0.01213 -0.034 -0.182 0.116
H -0.90307 0.10105 3.57296 0.014 0.104 -0.043
F -5.11412 2.96319 2.10209 -0.270 0.117 0.013
N -1.67852 3.22809 -1.74798 -0.507 0.096 -0.102
N -0.01067 -1.58003 -5.31652 0.263 0.026 -0.393
H -2.75139 -4.65716 -3.91460 0.068 0.031 0.048
H 4.60992 2.36628 2.46902 -0.004 -0.011 0.045
C 3.51192 -1.45905 -2.94196 0.102 -0.323 -0.216
H -0.53805 -4.14447 0.94497 -0.042 -0.118 -0.021
H 4.69166 -2.79866 -1.73240 0.024 -0.082 0.108
H 0.48259 -0.73708 -5.04992 -0.247 -0.173 0.170
H -1.37744 -4.88190 2.94608 -0.096 0.031 -0.066
H 1.13247 -4.14461 0.34209 0.021 -0.052 0.020
H 4.51963 0.15563 -2.05204 -0.111 0.063 0.146
H -3.76996 -1.85616 -3.21143 0.026 0.061 -0.036
H 1.33979 -1.29568 3.00219 -0.014 -0.170 -0.078
C -3.91815 -2.86796 -3.58038 0.197 -0.104 0.032
O -1.68103 2.00611 2.34087 0.487 -0.089 0.027
H -4.38187 -2.82652 -4.56387 -0.083 -0.012 -0.052
N 0.40875 3.03586 -2.90992 0.128 0.053 -0.211
H -0.90809 -0.88997 -8.51508 -0.027 0.043 -0.143
N 0.99524 -1.59162 2.09384 -0.005 1.367 0.363
H 0.96553 -1.76083 -7.12417 -0.096 -0.156 0.017
C -2.56399 3.89490 3.46149 0.124 0.362 -0.127
C 0.82463 4.30088 -2.30978 0.101 -0.011 -0.108
H -1.33868 3.85852 -3.71088 -0.008 -0.053 0.010
H 0.09686 3.53709 0.84433 -0.003 -0.090 -0.043
H -1.92477 -0.75045 -7.07583 -0.089 0.032 0.009
C -0.02692 1.54638 4.91392 0.484 0.348 0.145
C -1.23870 4.49045 -1.17354 -0.085 -0.006 0.076
V 0.46460 0.17942 1.03649 -0.865 -2.062 -2.452
C -3.47368 1.52949 3.84251 -0.245 -0.198 0.220
C 4.66862 -2.43491 -2.75606 -0.231 0.087 -0.030
C 0.78148 -5.13091 2.97417 -0.276 -0.453 -0.064
C 2.64661 1.89302 1.78148 0.711 -0.190 -0.882
N 2.32744 1.00024 0.87793 0.502 0.667 0.672
F -4.73633 1.78667 4.17665 -0.169 0.108 0.037
C 0.57828 3.39283 -0.12914 0.164 0.337 0.267
F -3.43277 0.28444 3.35335 -0.062 -0.295 -0.270
H -0.48584 0.25959 -7.24037 -0.005 0.084 -0.025
H 4.57258 -3.28160 -3.42795 -0.025 -0.114 -0.094
C 0.33462 -3.52694 0.75418 -0.169 0.274 -0.156
H -1.52418 5.30416 -1.84392 0.038 0.002 0.071
H -0.70300 1.34500 5.72550 -0.087 -0.090 -0.049
N 0.16930 2.07849 -0.67760 0.058 -0.503 0.807
F -3.66966 4.61582 3.65377 -0.290 0.039 0.083
C -1.29946 2.13634 -0.88460 -0.699 -0.012 0.019
H 1.02176 3.09542 5.96258 0.006 0.052 0.051
H 1.66865 3.41208 -0.01439 -0.108 -0.109 -0.009
C -1.04824 3.04558 -3.04148 -0.059 -0.055 -0.148
H 5.61560 -1.94577 -2.96989 0.138 0.042 -0.007
H -1.70418 4.64282 -0.20091 -0.046 -0.025 -0.041
C 3.88682 2.72687 1.73510 -0.166 -0.129 -0.155
C 0.79536 -2.87878 2.02230 0.115 -0.618 -0.062
C 1.83112 2.73526 4.00875 0.147 -0.340 -0.969
H -1.63438 1.19918 -1.34309 0.133 0.156 0.139
Br -1.61644 -0.77109 0.60365 -0.170 0.179 0.018
C 1.46997 -3.20354 4.35242 -0.073 0.310 0.285
H 3.65598 3.76496 1.96993 -0.037 0.031 0.052
H -0.45623 -2.79017 -6.96963 0.135 -0.032 0.007
C -3.87292 2.73097 1.68284 -0.200 0.113 -0.326
C -2.81263 2.50096 2.81182 -0.565 0.251 0.003
H 1.87786 1.97849 -1.92014 -0.231 -0.029 0.071
C 2.85534 -0.09870 -0.98289 -0.685 0.082 0.579
C 1.71759 1.93513 2.86959 -0.092 0.693 0.989
N -1.67251 -3.05556 -4.61375 0.156 -0.092 -0.666
F -1.75298 4.61367 2.67053 0.072 0.063 -0.076
H -0.19385 -1.84059 4.66792 -0.061 0.098 -0.018
H 2.60381 3.48332 4.07925 0.133 -0.017 -0.060
H -0.39637 -3.40561 5.43775 -0.073 -0.062 0.006
```
Forces are in eV/Å.

Values from the calculation:
M (u): 973.80
HOMO (spin up / spin down) (eV): -10.17 / -10.20
<S²>: 0.807
Multiplicity: 2
Gap between HOMO and LUMO (spin up / spin down) (Ha): 0.2044 / 0.2262
Total charge: +1
Relative energy (zero: lowest compared OMol25 entry of this formula, charge and spin) (kcal per mole): 23.6